Density functional theory data (ωB97M-V with the def2-TZVPD basis set) for a cluster of 3 separate species, C21H46IN3O12P3S in total.

Last columns: bonded neighbours and bond lengths (Å).
Positions of all 87 atoms, in Å:
1 I -2.85 -2.57 -3.25  C30 2.185
2 S 0.89 2.02 -4.82  P5 1.937
3 P 4.15 -0.66 0.51  O14 1.639, O16 1.627, N20 1.819
4 P 3.13 -2.47 -2.16  O9 1.597, O12 1.458, O13 1.632, N18 1.679
5 P 2.11 0.96 -3.75  S2 1.937, O6 1.630, O11 1.618, N19 1.722
6 O 3.54 1.74 -3.73  P5 1.630, H63 0.978
7 O -6.78 -2.58 -2.05  C32 1.420, C37 1.417
8 O -1.23 1.77 -0.51  C21 1.381, C29 1.429
9 O 2.67 -3.07 -3.57  P4 1.597, H79 0.973
10 O 2.96 1.47 5.02  C35 1.417, C38 1.421
11 O 2.36 -0.44 -4.52  P5 1.618, H42 0.982
12 O 4.40 -1.79 -2.36  P4 1.458
13 O 3.42 -3.77 -1.21  P4 1.632, H45 0.974
14 O 4.16 0.10 1.96  P3 1.639, H81 0.979
15 O -0.12 -2.19 -4.14  C30 1.151
16 O 5.69 -0.64 -0.02  P3 1.627, H61 0.973
17 O -1.59 3.83 0.21  C21 1.162
18 N 2.03 -1.49 -1.35  P4 1.679, C25 1.481, C31 1.407
19 N 1.51 0.78 -2.14  P5 1.722, C31 1.402, C33 1.512
20 N 3.15 0.39 -0.58  P3 1.819, C31 1.282, C36 1.486
21 C -2.02 2.89 -0.32  O8 1.381, O17 1.162, C28 1.535
22 C 2.42 1.58 7.41  C38 1.518, H64 1.091, H74 1.091, H84 1.091
23 C 2.23 2.65 0.16  C24 1.542, C26 1.567, C36 1.573, H52 1.101
24 C 2.50 3.08 1.62  C23 1.542, H66 1.102, H77 1.101, H85 1.103
25 C 0.66 -1.95 -1.02  N18 1.481, C34 1.545, C39 1.571, H48 1.106
26 C 2.02 3.94 -0.70  C23 1.567, H51 1.106, H57 1.095, H82 1.102
27 C -6.57 -1.07 -0.12  C37 1.520, H68 1.091, H72 1.093, H73 1.090
28 C -3.50 2.89 -0.75  C21 1.535, H46 1.093, H49 1.100, H55 1.103
29 C -0.77 1.67 -1.86  O8 1.429, C33 1.564, H69 1.106, H76 1.104
30 C -0.66 -2.55 -3.19  I1 2.185, O15 1.151, C34 1.548
31 C 2.26 -0.10 -1.36  N18 1.407, N19 1.402, N20 1.282
32 C -7.25 -3.70 -1.32  O7 1.420, C40 1.518, H44 1.096, H53 1.091
33 C 0.06 0.36 -2.08  N19 1.512, C29 1.564, C39 1.537, H71 1.101
34 C 0.01 -3.05 -1.89  C25 1.545, C30 1.548, H67 1.102, H80 1.101
35 C 3.29 0.09 4.99  O10 1.417, C41 1.519, H70 1.086, H83 1.095
36 C 3.41 1.85 -0.50  N20 1.486, C23 1.573, H50 1.097, H87 1.103
37 C -7.11 -1.31 -1.52  O7 1.417, C27 1.520, H54 1.095, H65 1.091
38 C 2.00 1.87 5.98  O10 1.421, C22 1.518, H60 1.096, H86 1.091
39 C -0.26 -0.67 -0.98  C25 1.571, C33 1.537, H56 1.102, H78 1.101
40 C -8.76 -3.76 -1.18  C32 1.518, H47 1.091, H58 1.091, H75 1.091
41 C 2.10 -0.81 4.69  C35 1.519, H43 1.092, H59 1.090, H62 1.094
42 H 3.29 -0.69 -4.37  O11 0.982
43 H 2.42 -1.85 4.65  C41 1.092
44 H -6.76 -3.75 -0.34  C32 1.096
45 H 2.97 -3.61 -0.36  O13 0.974
46 H -3.97 3.83 -0.46  C28 1.093
47 H -9.05 -4.67 -0.66  C40 1.091
48 H 0.66 -2.32 0.02  C25 1.106
49 H -3.52 2.73 -1.84  C28 1.100
50 H 3.65 2.31 -1.47  C36 1.097
51 H 1.98 3.60 -1.76  C26 1.106
52 H 1.32 2.04 0.05  C23 1.101
53 H -6.91 -4.58 -1.87  C32 1.091
54 H -8.19 -1.15 -1.54  C37 1.095
55 H -4.01 2.07 -0.23  C28 1.103
56 H -1.32 -0.94 -1.11  C39 1.102
57 H 1.11 4.49 -0.42  C26 1.095
58 H -9.23 -3.76 -2.17  C40 1.091
59 H 1.33 -0.73 5.46  C41 1.090
60 H 1.03 1.42 5.76  C38 1.096
61 H 5.92 -1.57 -0.15  O16 0.973
62 H 1.64 -0.54 3.74  C41 1.094
63 H 3.58 2.12 -4.63  O6 0.978
64 H 2.55 0.51 7.59  C22 1.091
65 H -6.68 -0.57 -2.20  C37 1.091
66 H 1.78 3.86 1.91  C24 1.102
67 H -0.81 -3.47 -1.28  C34 1.102
68 H -6.82 -0.06 0.22  C27 1.091
69 H -0.09 2.52 -2.03  C29 1.106
70 H 4.02 -0.03 4.20  C35 1.086
71 H -0.22 0.03 -3.09  C33 1.101
72 H -5.48 -1.18 -0.11  C27 1.093
73 H -6.97 -1.77 0.61  C27 1.090
74 H 1.66 1.95 8.11  C22 1.091
75 H -9.15 -2.91 -0.63  C40 1.091
76 H -1.56 1.79 -2.61  C29 1.104
77 H 2.40 2.27 2.36  C24 1.101
78 H -0.17 -0.27 0.04  C39 1.101
79 H 2.50 -4.02 -3.51  O9 0.973
80 H 0.65 -3.90 -2.16  C34 1.101
81 H 5.00 0.59 2.05  O14 0.979
82 H 2.94 4.53 -0.62  C26 1.102
83 H 3.78 -0.20 5.92  C35 1.095
84 H 3.37 2.07 7.64  C22 1.091
85 H 3.50 3.55 1.66  C24 1.103
86 H 1.88 2.95 5.86  C38 1.091
87 H 4.29 2.01 0.15  C36 1.103

**Charge**: +1
**Frontier orbital gap**: 7.323 eV
**Total energy**: -3614.80464 a.u.